# 1
ORCA calculation (the ωB97M-V functional and the def2-TZVPD basis) on a gas-phase ion, C4H11N2 (charge +1).

Atoms and positions in Å:
C  -0.09161  2.13639  0.12445
C  1.04503  1.29224  -0.79482
C  0.57594  -0.20165  -1.05969
N  0.33280  -1.01648  0.19695
C  -0.85526  -1.53830  0.48250
N  -1.27108  -2.10425  1.66708
H  0.27305  2.06641  1.10814
H  -1.09736  1.78858  -0.14402
H  -0.04721  3.20989  -0.26545
H  1.97295  1.36137  -0.15347
H  1.40925  1.60678  -1.89655
H  1.22841  -0.80698  -1.66736
H  -0.19955  -0.11619  -1.77916
H  1.21067  -1.45775  0.43926
H  -1.52957  -1.63408  -0.35284
H  -1.45894  -3.06662  1.64198
H  -1.49749  -1.51935  2.45300

The calculation puts the orbital gap at 9.7 eV. The value obtained for the relative energy (zero: lowest compared OMol25 entry of this formula, charge and spin) is 72.33 kcal/mol. The SMILES is CCCNC=[NH2+]. The total charge is +1.



# 2
ORCA calculation (the ωB97M-V functional and the def2-TZVPD basis) on a gas-phase ion, C4H11N2 (charge +1).

Atoms and positions in Å:
C  0.00558  -1.06616  0.73017
C  -0.66769  0.32347  0.35601
C  0.49021  -2.00436  -0.31573
C  1.35855  1.91657  0.36599
N  0.51447  0.90313  -0.22532
N  -1.67665  0.32765  -0.79626
H  0.28377  -1.13898  1.77682
H  -1.22094  0.85856  1.22894
H  1.52943  -1.77051  -0.44181
H  -0.11760  -1.83430  -1.15439
H  0.28944  -3.00738  0.02641
H  2.02253  1.43139  1.15338
H  2.10596  2.25744  -0.37908
H  0.66869  2.70393  0.83589
H  -2.64427  -0.03573  -0.73267
H  -1.20719  -0.02102  -1.54394
H  -1.60067  1.24072  -1.04813

The calculation puts the orbital gap (spin up / spin down) at 8.2 / 9.4 eV. The value obtained for the relative energy (zero: lowest compared OMol25 entry of this formula, charge and spin) is 120.15 kcal/mol. The total charge is +1.



# 3
ORCA calculation (the ωB97M-V functional and the def2-TZVPD basis) on a gas-phase ion, C4H11N2 (charge +1).

Atoms and positions in Å:
C  -0.29023  1.55488  -0.15713
C  -0.86715  0.29006  -0.78325
C  -1.05369  -0.78035  0.30309
C  0.29298  -1.37036  0.61649
N  1.25850  -1.40247  -0.39929
N  1.03556  1.21153  0.38860
H  -0.78869  2.02398  0.68988
H  -0.16632  2.32098  -0.93100
H  -1.72244  0.53497  -1.41025
H  -0.11110  -0.02525  -1.51400
H  -1.57302  -0.32329  1.14336
H  -1.73206  -1.53728  -0.09233
H  1.15021  -0.68016  1.04363
H  0.21033  -2.29254  1.19899
H  1.74532  0.87371  -0.24637
H  1.37365  1.93206  1.01704
H  1.23816  -2.33046  -0.86745

The calculation puts the orbital gap at 6.2 eV. The value obtained for the relative energy (zero: lowest compared OMol25 entry of this formula, charge and spin) is 147.92 kcal/mol. The total charge is +1.



# 4
ORCA calculation (the ωB97M-V functional and the def2-TZVPD basis) on a gas-phase ion, C4H11N2 (charge +1).

Atoms and positions in Å:
C  1.61551  0.04011  0.33403
C  0.22234  -1.80824  -0.28417
C  -1.76849  1.16398  0.25511
C  0.13358  -0.29038  0.34321
N  1.97567  1.06294  -0.32584
N  -0.66967  0.60363  -0.51101
H  2.19508  -0.57402  0.97339
H  0.55816  -1.57922  -1.31206
H  0.89041  -2.47533  0.30209
H  -0.68552  -2.52674  -0.32408
H  -2.33458  1.85624  -0.38997
H  -2.54052  0.41834  0.43073
H  -1.34386  1.68934  1.22139
H  -0.27555  -0.37095  1.44714
H  2.89757  1.31528  -0.04159
H  -0.92864  0.10368  -1.27755
H  0.05853  1.37134  -0.84079

The calculation puts the orbital gap at 12.2 eV. The value obtained for the relative energy (zero: lowest compared OMol25 entry of this formula, charge and spin) is 56.33 kcal/mol. The SMILES is [H]/N=C/[C@H](C)[NH2+]C. The total charge is +1.



# 5
ORCA calculation (the ωB97M-V functional and the def2-TZVPD basis) on a molecular structure, C4H11N2.

Atoms and positions in Å:
C  0.17849  1.78267  -0.00735
C  0.60203  -0.33243  0.30152
C  1.22367  -1.55014  -0.17956
C  -1.93140  -0.04388  0.22037
N  1.31204  0.99603  0.23451
N  -0.63373  0.11448  -0.48883
H  -0.48734  1.93490  0.97702
H  0.32153  2.59426  -0.76803
H  0.33388  -0.22755  1.33103
H  1.11620  -1.63123  -1.29159
H  0.78808  -2.43898  0.28772
H  2.26619  -1.51998  0.17349
H  -1.65651  0.36520  1.13832
H  -2.72277  0.33619  -0.34844
H  -2.05910  -1.14569  0.42498
H  2.00641  1.11565  -0.51750
H  -0.65767  -0.34950  -1.48766

The calculation puts the orbital gap at 10.5 eV. The value obtained for the relative energy (zero: lowest compared OMol25 entry of this formula, charge and spin) is 83.90 kcal/mol. The total charge is +1.



# 6
ORCA calculation (the ωB97M-V functional and the def2-TZVPD basis) on a gas-phase ion, C4H11N2 (charge +1).

Atoms and positions in Å:
C  -0.85732  1.31943  -1.30110
C  0.03114  0.07762  -1.45642
C  0.28695  -0.56044  -0.12964
C  -0.50088  -1.15478  0.76905
N  -0.34553  -0.89292  2.14405
N  1.59838  -0.02829  0.54069
H  -1.10956  1.66443  -2.30010
H  -0.42223  2.18947  -0.81891
H  -1.81541  1.01645  -0.90865
H  -0.54430  -0.67296  -2.00825
H  0.92471  0.28693  -2.04689
H  -1.29646  -1.80360  0.41316
H  -0.84411  -0.05417  2.41569
H  -0.56792  -1.69164  2.71935
H  2.34572  -0.69904  0.34737
H  1.80063  0.87002  0.10153
H  1.31619  0.13350  1.51907

The calculation puts the orbital gap at 10.5 eV. The value obtained for the relative energy (zero: lowest compared OMol25 entry of this formula, charge and spin) is 43.34 kcal/mol. The SMILES is CC/C([NH3+])=C/N. The total charge is +1.



# 7
ORCA calculation (the ωB97M-V functional and the def2-TZVPD basis) on a gas-phase ion, C4H11N2 (charge +2).

Atoms and positions in Å:
C  1.44594  0.93858  0.99043
C  0.26440  1.37134  0.10651
C  -0.31180  0.35186  -0.87135
C  -1.39690  -0.44096  -0.50376
N  -1.85459  -1.46450  -1.24245
N  1.54212  -0.57192  1.23323
H  1.16984  1.37322  1.95580
H  2.36055  1.35681  0.59914
H  -0.56247  1.85840  0.67950
H  0.52827  2.23424  -0.53263
H  0.00313  0.44107  -1.90622
H  -2.09638  -0.21886  0.35312
H  -1.78645  -1.31472  -2.26365
H  -2.82087  -1.72723  -1.01979
H  1.40124  -0.77035  2.23812
H  0.72986  -1.08332  0.77933
H  2.32474  -1.05668  0.81301

The calculation puts the orbital gap (spin up / spin down) at 11.0 / 9.3 eV. The value obtained for the relative energy (zero: lowest compared OMol25 entry of this formula, charge and spin) is 20.58 kcal/mol. As for the spin multiplicity: 2. The total charge is +2.



# 8
ORCA calculation (the ωB97M-V functional and the def2-TZVPD basis) on a gas-phase ion, C4H11N2 (charge +2).

Atoms and positions in Å:
C  1.11663  -0.41543  1.31296
C  1.01861  0.89372  0.36040
C  -0.23559  0.69435  -0.45618
C  -0.42162  -0.38830  -1.31645
N  -1.07510  -0.25225  -2.47010
N  -0.26119  -0.35328  2.09088
H  1.06737  -1.29112  0.70519
H  1.71661  -0.36392  2.21369
H  1.93498  0.83712  -0.25056
H  1.17022  1.83560  0.89426
H  -0.97225  1.49724  -0.54653
H  -0.19161  -1.42332  -1.04321
H  -1.22573  0.60528  -2.99922
H  -1.34148  -1.13923  -2.89552
H  -0.38762  -1.04576  2.82755
H  -0.98383  -0.48577  1.38559
H  -0.46679  0.58735  2.42191

The calculation puts the orbital gap (spin up / spin down) at 10.4 / 10.3 eV. The value obtained for the relative energy (zero: lowest compared OMol25 entry of this formula, charge and spin) is 18.19 kcal/mol. As for the spin multiplicity: 2. The total charge is +2.



# 9
ORCA calculation (the ωB97M-V functional and the def2-TZVPD basis) on a gas-phase ion, C4H11N2O (charge -1).

Atoms and positions in Å:
C  1.34048  0.80654  -0.26815
N  1.40637  1.61359  -1.59672
C  0.03314  -0.02134  -0.05362
C  -0.78787  0.91959  0.85834
N  0.28295  -1.21486  0.71695
C  -1.16548  -1.97261  0.40921
O  -1.94791  -1.41005  -0.51387
H  1.98798  -0.01237  -0.31483
H  1.42927  1.43160  0.57119
H  1.14144  2.56272  -1.44767
H  0.72146  1.24176  -2.21087
H  -0.22961  -0.33451  -1.11731
H  -0.94374  1.85789  0.25881
H  -1.69967  0.51934  1.07867
H  -0.38957  0.98622  1.88317
H  0.89931  -1.92330  0.35803
H  -1.46942  -2.18942  1.39644
H  -0.60914  -2.86080  -0.00777

The calculation puts the orbital gap at 6.9 eV. The value obtained for the relative energy (zero: lowest compared OMol25 entry of this formula, charge and spin) is 63.35 kcal/mol. The SMILES is C[C@@H](CN)NC[O-]. The total charge is -1.



# 10
ORCA calculation (the ωB97M-V functional and the def2-TZVPD basis) on a gas-phase ion, C4H11N2O (charge -1).

Atoms and positions in Å:
C  1.92178  0.53242  0.65563
O  2.93094  -0.40782  0.40565
C  0.55100  -0.12592  0.33874
C  -0.15745  0.54784  -0.78570
C  -1.58511  0.01817  -0.70576
N  -2.23914  0.62693  0.43181
N  0.73463  -1.64524  0.03225
H  1.64790  1.27505  1.37750
H  1.98603  1.29825  -0.20596
H  0.05912  -0.08831  1.33196
H  0.35384  0.08947  -1.74258
H  -0.12945  1.75241  -0.82849
H  -1.49511  -1.06063  -0.68378
H  -2.08443  0.19239  -1.64024
H  -1.85897  0.23120  1.36339
H  -3.23442  0.41836  0.51074
H  1.20506  -1.83124  0.91347
H  1.39378  -1.82333  -0.76864

The calculation puts the orbital gap at 6.2 eV. The value obtained for the relative energy (zero: lowest compared OMol25 entry of this formula, charge and spin) is 64.47 kcal/mol. The SMILES is NCC[C@@H](N)C[O-]. The total charge is -1.



# 11
ORCA calculation (the ωB97M-V functional and the def2-TZVPD basis) on 2 unconnected molecules or ions with the total composition C4H11N2O.

Atoms and positions in Å:
C  1.68029  -0.98468  -0.44919
N  -2.68274  -0.24445  -1.05388
C  -2.47091  0.07239  0.25760
O  -2.25002  -1.05868  1.31105
C  1.37994  0.15295  0.35775
C  1.13851  1.13732  -0.91123
N  1.92660  0.77056  1.47538
H  0.84050  -1.66434  -0.54992
H  2.66458  -1.45027  -0.41248
H  -1.98750  -0.88695  -1.43098
H  -3.32972  0.58810  0.68261
H  -1.50301  0.62973  0.40642
H  0.37580  0.15725  0.90563
H  0.84566  2.05813  -0.38764
H  2.04880  1.34936  -1.46582
H  0.34561  0.81190  -1.57011
H  -1.53124  -1.52798  0.86871
H  2.50883  0.08966  1.96609

The calculation puts the orbital gap at 4.1 eV. The value obtained for the relative energy (zero: lowest compared OMol25 entry of this formula, charge and spin) is 163.91 kcal/mol. The total charge is -1.



# 12
ORCA calculation (the ωB97M-V functional and the def2-TZVPD basis) on 2 unconnected molecules or ions with the total composition C4H11N2O.

Atoms and positions in Å:
C  0.04955  -1.04165  -0.37354
C  1.14876  -0.06913  -0.26444
C  0.76658  1.34696  -0.83410
N  0.22835  1.34272  -2.15910
N  -0.56352  -1.59621  0.81262
C  -1.00987  -0.45228  1.81050
O  -0.10261  -0.08903  2.65601
H  -0.79005  -0.33438  -0.72479
H  0.15747  -1.72144  -1.21150
H  2.03752  -0.41352  -0.79111
H  1.44857  -0.00084  0.78696
H  0.10608  1.91374  -0.16656
H  1.71579  1.90343  -0.84194
H  -0.80238  1.42132  -2.05566
H  -1.19294  0.36476  -1.31028
H  0.16393  -2.02253  1.38185
H  -1.39928  0.30829  1.05463
H  -1.96197  -0.86021  2.23043

The calculation puts the orbital gap at 6.1 eV. The value obtained for the relative energy (zero: lowest compared OMol25 entry of this formula, charge and spin) is 138.83 kcal/mol. The total charge is -1.